{"formula": "C23H61O8Zn", "method": "ωB97M-V with the def2-TZVPD basis set", "e_above_lowest_kj_mol": 0.0, "total_charge": 1, "e_homo_ev": -12.14, "species": ["Zn", "C", "C", "O", "H", "H", "H", "H", "H", "C", "C", "C", "O", "H", "H", "H", "H", "H", "H", "H", "H", "C", "C", "C", "O", "H", "H", "H", "H", "H", "H", "H", "H", "C", "C", "C", "O", "H", "H", "H", "H", "H", "H", "H", "H", "C", "C", "C", "O", "H", "H", "H", "H", "H", "H", "H", "H", "C", "C", "C", "O", "H", "H", "H", "H", "H", "H", "H", "H", "C", "C", "C", "O", "H", "H", "H", "H", "H", "H", "H", "H", "C", "C", "C", "O", "H", "H", "H", "H", "H", "H", "H", "H"], "positions_angstrom": [[-0.9471, 0.2263, -2.4326], [-0.0531, 0.3736, 1.5907], [-1.0778, -0.3371, 0.7065], [-0.7378, -0.5464, -0.6250], [-0.3582, 0.4359, 2.6332], [0.1371, 1.3826, 1.2194], [0.9068, -0.1471, 1.6328], [-2.0270, 0.2154, 0.7634], [-1.3311, -1.2706, 1.2215], [-2.8216, -3.8846, 1.1296], [-3.8485, -3.3261, 0.1681], [-4.7239, -2.2664, 0.8456], [-3.1575, -2.6626, -0.9117], [-2.0755, -4.4877, 0.6124], [-3.3160, -4.4631, 1.9115], [-2.2898, -3.0685, 1.6204], [-4.4226, -4.1274, -0.2918], [-4.1746, -1.3808, 1.1632], [-5.4045, -2.6621, 1.5990], [-5.3852, -1.9505, 0.0308], [-2.5345, -2.0101, -0.5630], [5.6032, -0.5595, 1.1329], [5.0282, 0.0065, -0.1358], [3.6689, 0.6601, 0.1260], [5.9487, 0.9372, -0.6767], [6.6169, -0.9481, 1.0366], [4.9579, -1.3616, 1.5001], [5.6458, 0.1480, 1.9655], [4.9117, -0.8459, -0.8180], [3.7692, 1.5960, 0.6800], [2.9843, 0.0567, 0.7221], [3.2055, 0.9189, -0.8297], [5.5373, 1.3672, -1.4341], [-1.2987, 2.4171, 4.9889], [-2.4974, 1.5329, 4.6512], [-2.2175, 0.0395, 4.8048], [-3.5524, 1.8859, 5.5341], [-0.4518, 2.0080, 4.4202], [-0.9295, 2.3786, 6.0111], [-1.3659, 3.4142, 4.5564], [-2.8196, 1.7671, 3.6280], [-1.2488, -0.2066, 4.3667], [-2.9918, -0.5659, 4.3278], [-2.1543, -0.2935, 5.8415], [-4.2251, 1.1990, 5.4911], [1.2308, 3.5258, -0.3448], [1.3840, 4.3624, -1.6038], [2.0833, 5.7031, -1.3725], [2.1542, 3.5745, -2.5340], [0.8273, 2.5261, -0.5268], [0.5913, 4.0807, 0.3486], [2.1744, 3.3464, 0.1736], [0.3825, 4.4607, -2.0438], [1.9368, 6.2935, -2.2735], [3.1379, 5.4612, -1.2399], [1.6975, 6.1564, -0.4630], [1.5489, 2.8865, -2.8198], [-4.0068, 2.0453, 0.1461], [-3.8189, 1.1527, -1.0815], [-4.9637, 1.3749, -2.0923], [-2.5849, 1.4718, -1.7627], [-4.2658, 3.0890, -0.0334], [-3.0321, 2.1155, 0.6407], [-4.6987, 1.5650, 0.8347], [-3.7360, 0.0892, -0.8583], [-5.9079, 1.0655, -1.6453], [-4.8292, 0.7925, -3.0046], [-5.0019, 2.4283, -2.3747], [-2.5499, 2.4365, -1.8385], [3.1414, -0.6278, -3.5904], [1.7442, -0.5524, -4.1441], [1.4663, -1.6694, -5.1366], [0.7669, -0.7639, -3.0930], [3.4090, -1.5875, -3.1441], [3.2538, 0.0556, -2.7414], [3.9535, -0.3241, -4.2495], [1.5483, 0.4014, -4.6359], [0.4343, -1.5949, -5.4797], [1.7238, -2.6549, -4.7512], [2.0881, -1.5452, -6.0281], [1.1021, -1.4013, -2.4246], [1.0614, -3.6100, 0.9719], [2.1411, -2.9964, 0.1012], [3.0311, -4.0336, -0.5514], [1.4785, -2.2225, -0.9157], [1.4550, -4.2020, 1.8030], [0.4487, -4.2965, 0.3840], [0.4586, -2.8671, 1.5008], [2.6319, -2.2881, 0.7763], [3.7166, -3.5634, -1.2584], [2.4408, -4.7477, -1.1308], [3.6083, -4.6560, 0.1307], [0.6610, -1.8503, -0.5386]], "mulliken_charge": [0.28, -0.27, 1.07, 1.24, -0.26, 0.04, -0.07, -0.50, -0.71, -1.16, 0.51, -0.97, -0.58, 0.21, 0.48, 0.08, 0.43, -0.01, 0.49, 0.26, -0.12, -1.55, 0.93, -0.48, -0.59, 0.39, 0.31, 0.38, -0.05, 0.47, -0.19, 0.09, 0.33, -1.30, 1.23, -1.34, -0.59, 0.28, 0.37, 0.36, -0.30, 0.33, 0.31, 0.41, 0.32, -0.50, 0.55, -1.37, -0.50, -0.34, 0.49, 0.18, 0.15, 0.36, 0.36, 0.35, 0.17, -1.36, 1.04, -1.51, -0.19, 0.43, 0.33, 0.40, -0.19, 0.40, 0.37, 0.37, 0.22, -1.12, 0.64, -1.50, 0.15, 0.24, -0.03, 0.50, 0.44, 0.34, 0.31, 0.44, 0.46, -1.51, 1.20, -1.60, -0.49, 0.53, 0.31, 0.27, -0.16, 0.34, 0.38, 0.41, -0.26]}